ORCA calculation (ωB97M-V/def2-TZVPD) on a molecular structure, C14H24N8ORhS3.

Properties
- HOMO-LUMO gap (alpha / beta): 7.6 / 5.8 eV
- Spin multiplicity: 5
- Expectation value of S²: 6.049
- Charge: +1
- ΔE to the lowest compared entry with this formula, charge and spin: 2.3 kJ/mol

The geometry in XYZ format:
```
51
C14H24N8ORhS3, DFT ωB97M-V/def2-TZVPD
Rh -2.15 1.27 -1.46
N -5.25 4.35 -2.05
C -4.36 3.45 -1.62
S -4.24 1.94 -2.44
N -3.67 3.84 -0.53
N -2.80 2.96 -0.11
C -2.19 3.28 1.02
C -1.37 2.44 1.76
C -0.81 2.99 2.96
C -0.08 2.24 3.82
C 0.11 0.85 3.55
C -0.41 0.27 2.43
C -1.15 1.03 1.47
O -1.57 0.43 0.43
H -5.84 4.16 -2.84
H -5.35 5.21 -1.53
H -2.41 4.28 1.41
H -0.98 4.04 3.16
H 0.33 2.67 4.72
H 0.67 0.25 4.25
H -0.28 -0.78 2.22
N -1.24 -0.54 -2.59
N -0.12 -0.20 -3.37
C 0.42 1.03 -3.34
N 1.55 1.19 -4.04
S -0.22 2.35 -2.48
H -0.91 -1.25 -1.91
H -1.92 -0.98 -3.21
H 0.42 -0.97 -3.72
H 1.91 0.48 -4.65
H 1.95 2.11 -4.08
C 1.48 -5.21 0.44
N 1.87 -3.85 0.80
C 2.19 -3.66 2.21
C 1.53 -2.81 0.01
S 0.43 -3.01 -1.26
N 2.12 -1.62 0.30
C 1.64 -0.39 -0.32
C 3.51 -1.55 0.72
H 2.11 -5.90 1.00
H 1.63 -5.37 -0.62
H 0.43 -5.39 0.68
H 1.57 -4.33 2.80
H 1.97 -2.63 2.51
H 3.24 -3.87 2.44
H 0.56 -0.39 -0.36
H 2.06 -0.28 -1.33
H 1.97 0.45 0.29
H 3.96 -2.54 0.76
H 3.61 -1.08 1.70
H 4.07 -0.96 0.00
```

Atomic partial charges in e from the Mulliken method, atoms 1 to 4: Rh 0.283; N -0.320; C 0.675; S -0.351